[1]
C17H25NO3 in the gas phase. Source: the OMol25 dataset; level of theory: the ωB97M-V functional and the def2-TZVPD basis.

Geometry (Å):
1 C 2.216 -6.023 2.995
2 H 3.078 -6.393 2.430
3 O 2.323 -4.646 3.259
4 C 2.376 -3.784 2.205
5 C 2.479 -2.430 2.531
6 C 2.540 -1.476 1.540
7 C 2.506 -1.841 0.198
8 C 2.393 -3.184 -0.122
9 C 2.334 -4.154 0.866
10 H 2.251 -5.190 0.576
11 H 2.350 -3.485 -1.158
12 C 2.523 -0.786 -0.878
13 C 1.095 -0.290 -1.001
14 O 0.291 -0.703 -1.795
15 O 0.843 0.635 -0.077
16 C -0.508 1.111 0.046
17 C -1.182 0.360 1.188
18 H -0.629 0.518 2.112
19 H -2.202 0.713 1.317
20 H -1.201 -0.707 0.973
21 H -1.017 0.885 -0.896
22 C -0.449 2.644 0.275
23 N -1.323 3.488 -0.489
24 C -2.743 3.419 -0.226
25 C -3.507 2.428 -1.114
26 C -3.240 2.748 -2.582
27 C -1.738 2.738 -2.855
28 C -1.028 3.698 -1.891
29 H 0.053 3.642 -2.031
30 H -1.348 4.720 -2.132
31 H -1.348 1.725 -2.747
32 H -1.541 3.057 -3.881
33 H -3.746 2.025 -3.226
34 H -3.640 3.740 -2.811
35 H -3.194 1.405 -0.899
36 H -4.575 2.504 -0.899
37 H -2.889 3.180 0.830
38 H -3.152 4.422 -0.405
39 H -0.642 2.845 1.334
40 H 0.577 2.961 0.064
41 H 3.169 0.043 -0.593
42 H 2.836 -1.207 -1.833
43 H 2.611 -0.431 1.805
44 H 2.507 -2.156 3.574
45 H 1.296 -6.259 2.451
46 H 2.191 -6.509 3.970

- Kohn-Sham gap: 0.325 hartree
- Highest occupied orbital energy: -0.29424 Ha
- E_LUMO: 0.0307 Eh
- Energy: -943.255958 hartree
- SMILES: COc1ccc(CC(=O)O[C@@H](C)CN2CCCCC2)cc1
- Net charge: 0
- Energy relative to the best compared isomer or geometry (same formula, charge and spin): 1.865 eV

[2]
C17H25NO4 in the gas phase in a non-equilibrium geometry. Source: the OMol25 dataset; level of theory: the ωB97M-V functional and the def2-TZVPD basis.

Geometry (Å):
1 C 4.562 -2.422 0.910
2 C 3.111 -1.635 0.652
3 C 2.702 -0.535 1.793
4 C 2.321 -2.021 -0.548
5 C 1.384 -1.038 -1.466
6 C 2.057 0.405 -1.858
7 C 1.458 1.693 -1.011
8 C 2.543 2.937 -1.311
9 C 0.018 2.248 -1.452
10 C -1.334 1.547 -0.870
11 C -1.340 1.200 0.735
12 C -2.466 0.585 1.550
13 C -4.008 0.282 1.136
14 C -4.354 -0.442 -0.257
15 C -4.140 -2.050 -0.046
16 N -4.436 -2.919 -1.258
17 O -3.728 -2.569 1.112
18 C -1.689 0.160 2.942
19 O -1.812 -1.086 3.353
20 O -0.620 1.068 3.322
21 C -0.379 1.608 1.971
22 O 0.393 2.675 1.972
23 H 4.410 -3.204 1.798
24 H 4.870 -2.959 -0.092
25 H 5.366 -1.636 1.274
26 H 1.569 -0.302 1.659
27 H 3.282 0.481 1.588
28 H 2.956 -0.901 2.872
29 H 2.333 -3.175 -0.848
30 H 0.334 -0.980 -0.954
31 H 1.212 -1.605 -2.503
32 H 3.213 0.317 -1.568
33 H 2.045 0.576 -3.023
34 H 1.649 1.433 0.108
35 H 2.473 3.699 -0.396
36 H 3.641 2.512 -1.409
37 H 2.295 3.484 -2.316
38 H -0.011 2.210 -2.645
39 H -0.068 3.385 -1.144
40 H -1.339 0.463 -1.370
41 H -2.315 2.055 -1.242
42 H -4.439 1.394 0.990
43 H -4.611 -0.128 2.065
44 H -5.516 -0.252 -0.459
45 H -3.779 -0.015 -1.176
46 H -4.414 -3.931 -1.008
47 H -5.399 -2.611 -1.570

- Kohn-Sham gap: 0.262 hartree
- Highest occupied orbital energy: -0.29428 Ha
- E_LUMO: -0.0323 Eh
- Energy: -1018.088812 hartree
- SMILES: CC(C)=CCC[C@@H](C)CCC1=C(CCC(N)=O)C(=O)OC1=O
- Net charge: 0
- Energy relative to the best compared isomer or geometry (same formula, charge and spin): 12.636 eV

[3]
A molecular structure, C17H26AsN6OS6W. Source: the OMol25 dataset; level of theory: the ωB97M-V functional and the def2-TZVPD basis.

Geometry (Å):
1 W 0.283 0.719 0.717
2 C -0.604 -1.328 -1.957
3 C -2.040 -1.293 -2.493
4 N -2.944 -0.582 -1.659
5 C -3.868 0.408 -2.105
6 C -3.206 1.713 -2.595
7 N -2.123 2.155 -1.745
8 C -0.818 2.299 -2.338
9 C -0.125 0.981 -2.634
10 N 0.020 -0.033 -1.526
11 H -0.551 -2.006 -1.111
12 H 0.037 -1.730 -2.751
13 H -2.067 -0.859 -3.496
14 H -2.319 -2.353 -2.635
15 H -2.955 -0.815 -0.683
16 H -4.541 0.046 -2.901
17 H -4.500 0.653 -1.248
18 H -2.820 1.567 -3.612
19 H -3.991 2.476 -2.682
20 H -2.358 2.920 -1.135
21 H -0.847 2.830 -3.306
22 H -0.190 2.901 -1.685
23 H -0.651 0.490 -3.452
24 H 0.878 1.203 -3.002
25 H 1.025 -0.272 -1.596
26 S -2.092 0.228 1.171
27 C -2.120 -0.488 2.771
28 C -3.303 -1.067 3.238
29 C -3.389 -1.608 4.510
30 C -2.281 -1.572 5.351
31 C -1.103 -1.000 4.898
32 C -1.007 -0.463 3.613
33 S 0.533 0.199 3.083
34 H -4.163 -1.089 2.578
35 H -4.317 -2.055 4.845
36 H -2.336 -1.984 6.351
37 H -0.231 -0.964 5.543
38 S 3.219 0.272 -2.213
39 As 2.556 1.578 -0.642
40 S 2.708 0.730 1.315
41 S -0.079 2.777 0.896
42 S 2.923 3.602 -0.909
43 C 0.219 -3.691 2.691
44 N 1.316 -3.491 1.749
45 C 2.460 -4.213 1.805
46 C 3.506 -3.956 0.991
47 C 3.338 -2.886 0.054
48 N 2.205 -2.217 -0.026
49 C 1.221 -2.438 0.844
50 O 0.197 -1.733 0.880
51 N 4.313 -2.515 -0.783
52 H 0.379 -4.634 3.211
53 H -0.724 -3.718 2.150
54 H 0.173 -2.867 3.400
55 H 2.485 -4.998 2.550
56 H 4.421 -4.525 1.055
57 H 5.235 -2.900 -0.701
58 H 4.153 -1.638 -1.294

- Kohn-Sham gap (spin up / spin down): 0.237 / 0.237 hartree
- Highest occupied orbital energy (spin up / spin down): -0.14896 / -0.14893 Ha
- E_LUMO (spin up / spin down): 0.0879 / 0.0879 Eh
- Energy: -5759.386496 hartree
- Net charge: -1
- Energy relative to the best compared isomer or geometry (same formula, charge and spin): 0.304 eV